[1]
71
Properties=species:S:1:pos:R:3:forces:R:3 method="wB97M-V/def2-TZVPD" lumo_ev="-11.193 / -10.258" spin_multiplicity=3 gap_ev="3.69 / 4.63" s_squared=2.03 total_charge=+3 total_energy_ev=-206001.0265 largest_force_ev_per_a=7.38
V -0.9915 -0.3225 0.1507 1.24 -3.72 1.98
C 4.2932 -5.3998 -1.7427 0.15 -0.29 -0.19
C 3.5150 -5.4715 -0.4397 1.72 -0.21 1.44
C 2.8477 -6.6262 0.0584 -0.76 0.77 -0.73
C 2.2602 -6.6647 1.3156 -0.23 0.10 0.46
C 2.5026 -5.6234 2.2113 0.37 0.44 -0.17
C 3.3131 -4.5684 1.8202 0.91 -0.48 -1.49
C 3.8344 -4.4596 0.5075 -1.51 -0.50 -0.01
H 3.6397 -5.4770 -2.6069 -0.07 -0.10 -0.18
H 5.0861 -6.1951 -1.8610 -0.90 0.80 0.37
H 4.7796 -4.4110 -1.7830 -0.03 -0.48 -0.15
H 2.6179 -7.4724 -0.5784 0.39 0.08 -0.26
H 1.6377 -7.5194 1.6277 0.50 0.45 -0.28
H 2.1510 -5.5756 3.2302 -0.17 -0.55 0.11
H 3.7892 -3.9612 2.5494 -0.21 0.80 0.79
H 4.3924 -3.5455 0.2006 -0.11 -1.13 0.23
N -2.5004 -1.7747 0.2731 1.29 -1.77 0.89
N -3.2488 -1.1934 -0.7510 0.37 -0.13 -1.20
C -2.6520 -0.9619 -1.9375 1.14 -0.78 -2.44
N -3.3274 -0.9153 -3.0941 0.82 -0.13 2.03
S -0.8613 -0.9329 -1.9849 -1.18 -0.35 -0.99
H -2.0618 -2.7138 -0.0087 -0.95 1.41 0.03
H -3.0819 -2.0202 1.0864 -0.02 0.52 -0.31
H -4.1518 -0.8763 -0.5373 -1.68 0.24 0.23
H -4.3142 -1.1179 -3.0732 -0.30 0.04 -0.34
H -2.8406 -0.8816 -3.9938 -0.19 0.25 0.50
C -2.0045 4.5222 3.7447 -1.01 -0.22 1.08
C -1.0339 3.5509 3.8510 0.79 -0.22 0.14
C -0.4618 2.9582 2.7296 0.30 -0.80 -0.70
C -0.9523 3.2118 1.4300 0.02 -0.09 2.00
C -1.8002 4.3205 1.3488 0.38 -0.58 -2.42
C -2.3732 4.8665 2.4587 -1.10 2.22 0.01
As -0.8067 1.9169 -0.0214 0.45 7.28 -1.13
C 0.5320 2.9089 -1.1119 0.34 -1.85 -1.16
C 0.1527 3.7802 -2.1505 -0.65 0.06 1.05
C 1.1244 4.2223 -3.0340 0.45 -0.02 0.50
C 2.4754 3.8729 -2.8577 -0.09 0.28 -1.00
C 2.8128 2.9712 -1.8610 1.58 0.40 -0.01
C 1.8399 2.4145 -1.0681 -0.71 -0.62 0.94
C -2.4549 2.3685 -1.0617 -0.20 -1.62 1.21
C -2.5195 2.2328 -2.4492 0.17 -0.17 -0.37
C -3.7774 2.3748 -3.0572 0.25 -0.90 -0.16
C -4.9295 2.5279 -2.3019 -0.90 -0.12 -0.79
C -4.8530 2.5764 -0.9234 -0.73 0.68 1.14
C -3.6267 2.4568 -0.2709 0.16 0.40 -1.46
H -2.4997 4.9458 4.6716 0.66 -0.49 -1.42
H -0.7078 3.1835 4.8088 0.23 0.28 0.30
H 0.4283 2.3182 2.8636 -0.79 -0.04 0.03
H -1.9373 4.7673 0.3369 -0.62 -0.47 0.90
H -3.1353 5.6467 2.2606 0.69 -0.37 0.41
H -0.8926 4.1425 -2.1836 0.89 -0.17 -0.30
H 0.8267 4.8778 -3.8260 0.00 0.31 -0.32
H 3.2379 4.2632 -3.5818 -0.78 -0.37 0.98
H 3.8762 2.7486 -1.6453 -0.78 -0.11 -0.47
H 2.0880 1.5510 -0.4192 -0.01 0.81 -0.14
H -1.5967 1.9712 -3.0277 -1.03 0.51 0.44
H -3.9428 2.1711 -4.1103 0.49 0.41 -0.10
H -5.9191 2.5408 -2.8355 1.11 0.22 0.74
H -5.7616 2.8252 -0.3373 0.65 -0.52 -0.38
H -3.5643 2.5598 0.7916 -0.02 -0.03 0.46
Br -1.0651 -0.2577 2.9372 0.54 -0.82 -0.78
C 0.6277 -1.0399 2.3213 -0.39 0.47 -0.83
C 1.6271 -1.1970 3.2123 1.18 -1.12 2.66
C 2.9486 -1.3937 2.7734 -1.26 0.50 -1.96
C 3.1318 -1.4652 1.3809 0.35 0.12 -0.74
C 2.0375 -1.4064 0.4980 -0.37 -0.38 0.59
N 0.7785 -1.1668 0.9889 -0.35 0.91 -0.04
H 1.4268 -1.3338 4.3058 0.03 0.76 -1.08
H 3.7817 -1.4130 3.4464 0.19 -0.23 0.32
H 4.1394 -1.5811 0.9289 -0.87 0.05 0.53
H 2.0942 -1.6317 -0.5921 0.17 0.41 1.04

[2]
74
Properties=species:S:1:pos:R:3:forces:R:3 method="wB97M-V/def2-TZVPD" lumo_ev="-0.500 / -1.473" spin_multiplicity=6 gap_ev="6.52 / 6.80" s_squared=8.76 total_charge=0 total_energy_ev=-113192.8559 largest_force_ev_per_a=1.52
Ru 0.0699 0.4173 0.7399 1.18 -0.95 -0.13
C -1.5969 1.7945 -2.5912 0.00 0.00 0.04
C -1.3519 0.3368 -2.3838 0.02 -0.01 -0.02
C -2.0680 -0.7275 -2.9394 -0.03 0.02 -0.04
C -1.4656 -1.8702 -2.4517 0.00 -0.06 0.04
C -1.8078 -3.3023 -2.6935 -0.01 0.03 -0.01
N -0.4466 -1.4909 -1.6622 0.12 0.08 0.07
N -0.3697 -0.1279 -1.6115 -0.09 -0.11 0.05
B 0.5879 -2.3976 -0.9441 -0.04 0.02 0.11
N 1.9342 -1.6653 -0.8625 -0.07 0.02 -0.01
N 2.0797 -0.5037 -0.1594 -0.15 -0.19 0.01
C 3.3699 -0.1776 -0.2170 0.01 0.10 -0.03
C 3.9439 1.0476 0.4112 -0.05 0.03 -0.09
C 4.0648 -1.1324 -0.9710 -0.01 0.03 0.01
C 3.1204 -2.0575 -1.3612 0.01 -0.01 0.02
C 3.2995 -3.2930 -2.1799 0.01 0.03 0.01
N 0.1004 -2.7434 0.4905 0.12 0.02 -0.17
N -0.1503 -1.7603 1.3905 -0.19 -0.35 0.03
C -0.5920 -2.3420 2.5043 -0.07 0.00 0.07
C -1.0338 -1.5824 3.7104 0.05 0.01 -0.03
C -0.5977 -3.7285 2.3302 -0.02 -0.05 -0.03
C -0.1498 -3.9444 1.0397 -0.01 -0.05 -0.01
C 0.0587 -5.2380 0.3217 0.00 0.04 0.04
H -1.9295 1.9727 -3.6137 0.00 0.00 0.00
H -0.6946 2.3766 -2.4134 -0.01 -0.02 -0.02
H -2.3771 2.1568 -1.9176 0.01 -0.01 0.00
H -2.9053 -0.6730 -3.6152 0.00 0.00 0.00
H -2.6714 -3.3672 -3.3530 0.01 0.00 0.00
H -2.0533 -3.8099 -1.7591 -0.01 0.00 0.01
H -0.9777 -3.8388 -3.1537 0.01 0.00 -0.01
H 0.7094 -3.4262 -1.5463 0.02 0.09 -0.01
H 3.1821 1.6340 0.9192 0.01 -0.01 -0.02
H 4.4077 1.6769 -0.3522 -0.01 -0.02 0.01
H 4.7055 0.7844 1.1427 -0.01 0.00 0.02
H 5.1180 -1.1428 -1.1957 0.00 0.00 0.00
H 4.3403 -3.3727 -2.4886 0.00 0.00 0.00
H 2.6748 -3.2726 -3.0728 -0.01 0.00 0.00
H 3.0393 -4.1881 -1.6149 0.00 0.00 0.01
H -1.4916 -0.6337 3.4338 0.00 0.00 -0.01
H -0.1935 -1.3663 4.3711 -0.01 0.01 -0.01
H -1.7672 -2.1719 4.2602 0.02 0.01 0.02
H -0.8948 -4.4747 3.0481 0.00 0.00 0.00
H -0.2855 -6.0591 0.9480 0.00 0.01 0.00
H 1.1139 -5.3978 0.0976 0.01 0.00 0.00
H -0.4852 -5.2695 -0.6216 -0.01 -0.01 -0.01
C -4.3980 -0.3854 0.8448 0.03 0.01 0.01
C -4.8715 0.9141 0.9897 -0.02 -0.01 -0.02
C -3.9805 1.9739 1.0271 0.01 0.10 -0.05
C -2.6140 1.7226 0.9310 0.18 0.00 0.18
C -2.1132 0.4138 0.8395 -0.42 0.14 -0.11
C -3.0322 -0.6310 0.7616 0.03 0.09 0.15
C -1.6074 2.8152 0.8667 -0.59 -0.13 0.28
C -1.7932 4.1009 1.4348 -0.38 -0.18 0.00
C -0.8090 5.0260 1.3368 0.06 0.16 0.03
C 0.3561 4.7321 0.5937 0.13 0.05 -0.14
C 1.3748 5.6784 0.3442 -0.12 0.00 0.09
C 2.4265 5.3603 -0.4630 0.12 -0.15 -0.13
C 2.5017 4.0804 -1.0575 0.13 0.20 0.02
C 1.5451 3.1389 -0.8128 0.00 -0.15 0.08
C 0.4626 3.4463 0.0353 0.08 0.01 -0.07
N -0.4917 2.4877 0.2553 0.14 1.09 -0.37
H -5.1001 -1.2102 0.8085 0.01 0.01 -0.03
H -5.9355 1.1006 1.0553 0.00 0.00 0.00
H -4.3530 2.9908 1.0900 -0.01 -0.03 0.03
H -2.6862 -1.6543 0.6581 0.04 0.00 0.03
H -2.7115 4.3144 1.9632 0.01 -0.02 0.03
H -0.9123 6.0010 1.7981 -0.01 -0.01 0.00
H 1.3002 6.6621 0.7916 -0.02 -0.01 0.01
H 3.1995 6.0916 -0.6561 0.02 -0.02 -0.02
H 3.3283 3.8406 -1.7136 0.01 0.03 0.00
H 1.5940 2.1546 -1.2677 -0.01 -0.01 0.03
Se 1.0345 1.2673 3.0242 -0.25 0.35 0.22
C 2.8049 1.0388 3.4231 0.01 -0.26 -0.23
N 3.9176 0.8799 3.6854 -0.01 0.06 0.08

[3]
77
Properties=species:S:1:pos:R:3:forces:R:3 method="wB97M-V/def2-TZVPD" lumo_ev=2.186 gap_ev=6.71 total_charge=-1 total_energy_ev=-122546.8532 largest_force_ev_per_a=0.18
Cu -0.0776 -0.8956 -0.3091 0.17 -0.03 -0.02
C 1.9481 5.5620 -2.7598 0.00 0.00 0.00
C 1.2182 4.3471 -2.2493 0.02 -0.01 0.00
C -0.1222 4.3892 -1.9043 -0.02 0.00 0.01
C -0.7899 3.2858 -1.3901 0.03 0.00 -0.01
C -2.1967 3.4626 -0.9766 -0.03 0.00 0.01
O -2.6802 2.9629 0.0243 0.01 -0.02 0.01
C -3.0853 4.3376 -1.8264 0.00 0.00 0.00
C -4.1108 5.0437 -1.2046 0.00 0.00 0.00
C -4.9811 5.8196 -1.9524 0.00 0.00 0.00
C -4.8485 5.8755 -3.3343 0.00 0.00 0.00
C -3.8412 5.1578 -3.9626 0.00 0.00 0.00
C -2.9565 4.3985 -3.2100 0.00 0.01 0.01
C -0.1322 2.0141 -1.2285 0.03 0.00 -0.05
O -0.7991 1.0005 -0.8595 -0.08 0.04 -0.01
C 1.2653 1.9711 -1.6025 -0.02 0.00 0.02
C 1.8698 3.1341 -2.0831 0.00 0.00 0.00
C 2.1031 0.7538 -1.5461 0.00 0.01 -0.02
N 1.6908 -0.3995 -1.1674 -0.03 0.00 0.06
C 2.5950 -1.5515 -1.1650 0.00 -0.01 -0.01
C 2.5611 -2.3445 -2.4667 0.01 0.00 0.00
Te 0.6165 -2.7555 -3.2889 -0.01 -0.01 0.00
C 0.6133 -0.9928 -4.4543 0.00 0.01 0.00
C -0.0581 0.1358 -3.9947 -0.01 0.00 0.00
C 0.0205 1.3283 -4.7049 0.00 0.00 0.00
C 0.7534 1.3966 -5.8808 -0.01 0.00 0.00
C 1.4052 0.2652 -6.3556 0.00 -0.01 0.00
C 1.3346 -0.9261 -5.6449 0.00 0.00 0.00
C 3.5271 0.9168 -2.0060 0.00 0.00 0.00
C 4.5363 1.2117 -1.0964 0.00 0.00 0.00
C 5.8474 1.3504 -1.5292 0.00 0.00 0.00
C 6.1566 1.2016 -2.8747 0.00 0.00 0.00
C 5.1490 0.9161 -3.7859 0.00 0.00 0.00
C 3.8375 0.7755 -3.3541 0.00 0.00 0.00
H 1.2450 6.3289 -3.0883 0.00 0.00 0.00
H 2.5903 5.3137 -3.6074 0.00 0.00 0.00
H 2.5835 6.0081 -1.9900 0.00 0.00 0.00
H -0.6664 5.3216 -2.0189 0.00 0.00 0.00
H -4.2119 4.9671 -0.1299 0.00 0.00 0.00
H -5.7687 6.3763 -1.4605 0.00 0.00 0.00
H -5.5343 6.4741 -3.9209 0.00 0.00 0.00
H -3.7446 5.1863 -5.0406 0.00 0.00 0.00
H -2.1694 3.8375 -3.6967 0.00 0.00 0.00
H 2.9149 3.0960 -2.3632 0.00 0.00 0.00
H 2.2750 -2.1907 -0.3418 0.00 0.00 0.00
H 3.6325 -1.2601 -0.9722 0.00 0.00 0.00
H 3.0450 -3.3102 -2.3205 0.01 0.00 0.01
H 3.0954 -1.8232 -3.2601 0.00 0.00 0.00
H -0.6129 0.0933 -3.0643 0.00 0.00 0.00
H -0.4715 2.2117 -4.3149 0.00 0.00 0.00
H 0.8205 2.3309 -6.4248 0.00 0.00 0.00
H 1.9730 0.3102 -7.2773 0.00 0.00 0.00
H 1.8478 -1.8072 -6.0108 0.00 0.00 0.00
H 4.2871 1.3315 -0.0486 0.00 0.00 0.00
H 6.6286 1.5766 -0.8145 0.00 0.00 0.00
H 7.1795 1.3115 -3.2120 0.00 0.00 0.00
H 5.3821 0.8059 -4.8378 0.00 0.00 0.00
H 3.0443 0.5704 -4.0651 0.01 0.00 0.01
N -2.7055 0.4239 1.0359 -0.01 0.02 -0.04
C -2.6072 -0.9028 1.7308 0.01 -0.02 -0.02
C -3.8350 -1.0529 2.6197 -0.01 0.01 0.03
P -1.0260 -0.9145 2.7204 -0.02 0.05 -0.03
O -0.7535 -2.5164 2.8006 0.04 -0.02 -0.05
O -1.3069 -0.3960 4.0772 0.00 0.00 -0.01
O -0.0156 -0.2724 1.8074 -0.01 -0.09 0.06
P -2.6286 -2.1396 0.3318 -0.01 0.03 0.04
O -3.3796 -3.4182 0.9781 0.02 -0.05 0.03
O -3.4930 -1.5342 -0.7112 -0.02 -0.02 0.01
O -1.2016 -2.5737 0.0382 -0.08 0.10 0.01
H -2.9326 1.1860 1.6707 0.00 -0.01 0.02
H -3.4174 0.3456 0.2994 0.01 0.01 0.01
H -1.8330 0.7024 0.5352 -0.01 0.00 -0.03
H -3.8639 -0.2390 3.3472 0.00 0.00 -0.01
H -3.7715 -1.9815 3.1821 0.00 0.00 -0.01
H -4.7561 -1.0702 2.0310 0.00 0.00 -0.01
H -0.5037 -2.7949 1.8993 -0.02 0.01 0.03
H -2.7681 -3.9072 1.5427 0.02 0.01 -0.02